No. 1
ORCA calculation (wB97M-V/def2-TZVPD) on a molecular structure, C27H55N2O17Zn.

The geometry in XYZ format:
```
102
Properties=species:S:1:pos:R:3:mulliken_spin:R:1
Zn -13.165 -12.918 27.129 0.00
C -12.509 -12.086 31.067 0.00
C -12.657 -12.421 29.588 0.00
O -12.794 -11.601 28.653 0.00
O -12.718 -13.588 29.195 0.00
H -13.349 -12.430 31.670 0.00
H -12.520 -10.996 31.098 0.00
H -11.492 -12.189 31.447 0.00
C -18.515 -15.456 35.841 0.00
O -18.815 -15.034 34.469 0.00
C -19.927 -15.727 33.820 0.00
C -19.480 -17.035 33.153 0.00
O -19.116 -16.862 31.742 0.00
C -17.986 -17.696 31.375 0.00
C -16.565 -17.386 32.021 0.00
O -15.758 -16.325 31.405 0.00
C -16.180 -14.965 31.723 0.00
H -18.328 -16.528 35.913 0.00
H -19.371 -15.206 36.468 0.00
H -17.763 -14.812 36.297 0.00
H -20.256 -15.029 33.050 0.00
H -20.758 -15.796 34.522 0.00
H -20.293 -17.760 33.140 0.00
H -18.652 -17.396 33.764 0.00
H -17.717 -17.753 30.320 0.00
H -18.159 -18.734 31.659 0.00
H -15.832 -18.192 31.991 0.00
H -16.785 -17.165 33.065 0.00
H -15.336 -14.463 31.251 0.00
H -16.302 -14.739 32.783 0.00
H -17.055 -14.621 31.172 0.00
C -14.918 -7.467 33.146 0.00
O -15.500 -8.771 32.918 0.03
C -15.042 -9.385 31.718 0.01
C -15.864 -10.534 31.299 0.01
O -17.022 -10.179 30.507 0.13
C -18.011 -9.624 31.304 0.08
C -19.534 -9.940 30.750 0.07
O -19.992 -11.246 31.092 0.51
C -19.193 -12.387 30.815 0.06
H -13.832 -7.536 33.205 0.00
H -15.351 -6.907 33.975 0.00
H -15.174 -6.871 32.269 0.00
H -14.010 -9.575 32.012 0.00
H -14.911 -8.663 30.912 0.00
H -15.988 -11.118 32.212 0.01
H -15.320 -11.186 30.616 -0.02
H -17.871 -8.549 31.421 0.04
H -18.020 -10.020 32.319 0.00
H -19.620 -9.753 29.679 0.03
H -20.164 -9.156 31.169 0.00
H -18.369 -12.303 31.524 0.05
H -18.838 -12.438 29.786 -0.01
H -19.706 -13.335 30.976 0.00
C -14.070 -9.038 27.559 0.00
O -14.022 -9.033 26.092 0.00
C -13.611 -10.095 25.376 0.00
O -13.473 -11.203 25.929 0.00
O -13.279 -9.746 24.081 0.00
C -12.663 -10.622 23.182 0.00
H -14.550 -9.902 28.019 0.00
H -14.577 -8.096 27.768 0.00
H -13.066 -9.038 27.982 0.00
H -13.449 -10.955 22.505 0.00
H -12.059 -11.420 23.615 0.00
H -11.922 -10.123 22.558 0.00
C -16.393 -15.276 28.342 0.00
O -17.121 -14.095 28.127 0.00
C -16.485 -13.002 27.683 -0.01
O -15.270 -12.740 27.627 0.00
O -17.412 -12.182 27.280 0.00
C -17.194 -11.287 26.206 0.00
H -16.279 -15.764 27.374 0.00
H -16.987 -15.896 29.014 0.00
H -15.439 -15.042 28.814 0.00
H -17.543 -11.563 25.211 0.00
H -16.148 -10.982 26.161 0.00
H -17.689 -10.351 26.462 0.00
C -9.223 -14.400 26.250 0.00
O -8.932 -13.063 26.513 0.00
C -10.031 -12.239 26.542 0.00
O -11.216 -12.609 26.590 0.00
O -9.652 -10.985 26.409 0.00
C -10.315 -10.039 27.158 0.00
H -8.233 -14.854 26.237 0.00
H -9.701 -14.446 25.271 0.00
H -9.843 -14.724 27.086 0.00
H -10.081 -10.223 28.206 0.00
H -11.376 -10.071 26.908 0.00
H -9.976 -9.048 26.856 0.00
C -10.863 -15.211 31.047 0.00
C -9.925 -16.279 30.844 0.00
N -9.156 -17.166 30.752 0.00
H -10.752 -14.527 30.206 0.00
H -10.622 -14.864 32.051 0.00
H -11.908 -15.479 31.202 0.00
C -8.384 -10.938 32.529 0.00
C -7.857 -9.976 31.561 0.00
N -7.446 -9.227 30.741 0.00
H -7.554 -11.495 32.962 0.00
H -8.942 -11.701 31.984 0.00
H -8.895 -10.275 33.227 0.00
```

Results
LUMO level (alpha / beta)   -5.6 / -10.5 eV
HOMO level (alpha / beta)   -13.47 / -13.47 eV
2S+1   2
Charge   +2

No. 2
ORCA calculation (wB97M-V/def2-TZVPD) on a molecular structure, C46H37NNiOP2Si.

The geometry in XYZ format:
```
89
Properties=species:S:1:pos:R:3:mulliken_spin:R:1
Ni 0.858 -0.599 -0.406 1.19
C 1.304 -2.615 -3.689 0.04
Si 0.454 -1.334 -2.500 0.13
C -1.389 -1.955 -2.383 -0.02
C -2.087 -2.500 -3.454 -0.01
C -3.387 -2.953 -3.306 0.00
C -4.017 -2.876 -2.073 0.00
C -3.336 -2.351 -0.992 0.00
C -2.029 -1.899 -1.146 0.00
P -1.146 -1.205 0.298 -0.03
C -2.328 0.082 0.810 0.06
C -3.066 0.773 -0.146 0.01
C -3.949 1.762 0.243 0.00
C -4.078 2.097 1.581 0.01
C -3.304 1.450 2.530 -0.01
C -2.431 0.449 2.148 0.00
C -1.422 -2.561 1.490 0.01
C -2.526 -2.671 2.328 0.00
C -2.638 -3.754 3.181 0.00
C -1.664 -4.738 3.201 0.00
C -0.582 -4.651 2.342 0.01
C -0.461 -3.569 1.492 0.03
C 0.567 0.304 -3.567 0.01
C 0.277 0.368 -4.925 -0.03
C 0.483 1.532 -5.646 0.00
C 0.999 2.660 -5.026 0.00
C 1.298 2.619 -3.679 0.00
C 1.073 1.452 -2.957 -0.01
P 1.463 1.392 -1.178 0.06
C 0.599 2.863 -0.531 0.06
C 0.933 3.386 0.717 -0.01
C 0.245 4.469 1.231 -0.01
C -0.811 5.019 0.524 0.01
C -1.187 4.468 -0.690 0.00
C -0.494 3.393 -1.212 0.01
C 3.233 1.837 -1.274 -0.01
C 4.036 0.848 -1.843 0.02
C 5.397 1.039 -1.967 0.01
C 5.972 2.212 -1.505 0.00
C 5.181 3.194 -0.935 0.00
C 3.812 3.018 -0.827 0.00
H 0.872 -2.536 -4.681 0.00
H 1.165 -3.628 -3.332 -0.01
H 2.368 -2.426 -3.772 0.00
H -1.609 -2.570 -4.419 0.00
H -3.914 -3.369 -4.152 0.00
H -5.034 -3.221 -1.959 0.00
H -3.819 -2.287 -0.027 0.00
H -2.956 0.519 -1.191 0.00
H -4.547 2.268 -0.499 0.00
H -4.785 2.855 1.885 0.00
H -3.391 1.722 3.572 0.00
H -1.835 -0.065 2.888 0.00
H -3.300 -1.916 2.321 0.00
H -3.498 -3.831 3.827 0.00
H -1.751 -5.575 3.877 0.00
H 0.166 -5.430 2.333 0.00
H 0.386 -3.496 0.823 0.00
H -0.118 -0.503 -5.426 0.00
H 0.248 1.562 -6.701 0.00
H 1.164 3.566 -5.591 0.00
H 1.699 3.489 -3.177 0.00
H 1.737 2.949 1.294 0.01
H 0.532 4.888 2.187 0.00
H -1.347 5.867 0.922 0.00
H -2.019 4.879 -1.242 0.00
H -0.798 2.962 -2.155 0.00
H 3.574 -0.075 -2.178 -0.01
H 6.013 0.271 -2.413 0.00
H 7.039 2.357 -1.578 0.00
H 5.632 4.104 -0.568 0.00
H 3.200 3.800 -0.400 0.00
C 2.171 -0.316 1.762 0.14
C 1.506 -0.694 3.048 0.05
C 0.594 0.188 3.630 0.01
C -0.051 -0.137 4.804 -0.01
C 0.210 -1.362 5.422 0.01
C 1.141 -2.240 4.858 0.00
C 1.773 -1.908 3.679 0.02
C -0.473 -1.677 6.614 0.00
N -1.052 -1.912 7.576 0.00
H 3.248 -0.177 1.929 0.01
H 1.747 0.632 1.409 -0.08
H 0.396 1.146 3.163 -0.01
H -0.747 0.551 5.267 0.00
H 1.370 -3.168 5.360 0.00
H 2.481 -2.589 3.229 0.00
O 2.673 -2.482 0.816 0.13
C 2.086 -1.441 0.705 0.20
```

Results
LUMO level (alpha / beta)   0.4 / -0.9 eV
HOMO level (alpha / beta)   -6.42 / -8.25 eV
2S+1   3